[1]
{
  "formula": "C16H50N2O12",
  "method": "the ωB97M-V functional and the def2-TZVPD basis",
  "e_lumo_ev": [2.6, 2.5],
  "charge": -1,
  "multiplicity": 2,
  "relative_energy_kj_mol": 0.0,
  "homo_lumo_gap_ev": [2.0, 9.4],
  "molar_mass_g_mol": 462.6,
  "species": ["O", "H", "H", "H", "O", "H", "C", "C", "C", "O", "C", "N", "H", "H", "H", "H", "H", "H", "H", "H", "H", "H", "H", "C", "C", "C", "O", "C", "N", "H", "H", "H", "H", "H", "H", "H", "H", "H", "H", "H", "C", "C", "O", "O", "H", "H", "H", "H", "H", "H", "C", "C", "O", "O", "H", "H", "H", "H", "H", "H", "C", "C", "O", "O", "H", "H", "H", "H", "H", "H", "C", "C", "O", "O", "H", "H", "H", "H", "H", "H"],
  "positions_angstrom": [[-0.315, -0.367, -0.271], [0.275, 0.047, 0.363], [0.151, -0.942, -0.882], [-0.755, 0.373, -0.696], [1.221, 0.661, 1.534], [1.800, 0.999, 2.244], [-0.019, -3.871, -1.235], [1.377, -3.208, -1.383], [2.473, -3.865, -2.307], [3.664, -3.041, -2.509], [4.691, -3.738, -3.266], [1.125, -1.902, -2.041], [0.148, -4.767, -0.637], [-0.432, -4.221, -2.181], [-0.783, -3.321, -0.685], [1.804, -2.932, -0.419], [2.090, -3.975, -3.322], [2.766, -4.838, -1.913], [4.203, -4.058, -4.187], [5.138, -4.602, -2.773], [5.559, -3.129, -3.518], [2.033, -1.567, -2.330], [0.625, -2.153, -2.882], [-2.404, 0.188, -2.942], [-2.522, 1.496, -2.305], [-3.839, 1.778, -1.576], [-3.941, 3.177, -1.366], [-5.177, 3.505, -0.859], [-1.452, 1.748, -1.315], [-3.107, 0.143, -3.774], [-2.750, -0.626, -2.305], [-1.478, -0.055, -3.463], [-2.500, 2.353, -2.979], [-3.850, 1.312, -0.591], [-4.732, 1.442, -2.103], [-6.071, 3.330, -1.457], [-5.186, 4.571, -0.630], [-5.280, 2.963, 0.082], [-1.921, 2.436, -0.744], [-0.740, 2.282, -1.793], [2.233, 5.578, 0.029], [2.461, 4.112, 0.192], [1.254, 3.311, 0.450], [1.832, 6.227, 1.237], [1.527, 5.871, -0.748], [3.186, 6.041, -0.229], [3.122, 3.911, 1.035], [2.872, 3.766, -0.757], [1.416, 2.385, 0.642], [0.913, 6.501, 1.287], [4.091, -0.646, 0.590], [3.977, -0.668, 2.140], [2.815, -0.937, 2.786], [3.397, 0.449, 0.007], [3.721, -1.538, 0.084], [5.156, -0.766, 0.392], [4.483, 0.250, 2.438], [4.506, -1.553, 2.496], [2.057, -0.563, 2.331], [2.553, 0.481, 0.463], [-0.438, 0.720, 4.657], [0.715, -0.014, 5.394], [1.960, 0.446, 4.959], [-0.557, 0.123, 3.324], [-0.329, 1.803, 4.695], [-1.328, 0.482, 5.240], [0.495, -1.078, 5.310], [0.643, 0.333, 6.425], [2.097, 0.013, 4.113], [0.184, 0.299, 2.740], [-4.000, -2.368, -0.487], [-5.081, -1.867, 0.558], [-5.160, -0.515, 0.319], [-2.777, -1.960, 0.015], [-4.119, -1.989, -1.502], [-3.951, -3.450, -0.608], [-4.723, -2.126, 1.554], [-6.029, -2.341, 0.302], [-4.283, -0.226, 0.582], [-2.782, -2.126, 0.961]]
}

[2]
{
  "formula": "C16H50N8O9",
  "method": "the ωB97M-V functional and the def2-TZVPD basis",
  "e_lumo_ev": -0.2,
  "charge": 0,
  "relative_energy_kj_mol": 73.8,
  "homo_lumo_gap_ev": 9.2,
  "smiles": "NC(N)=O.NC(N)=O.NC(N)=O.NC(N)=O.CC(C)O.CC(C)O.CC(C)O.CC(C)O.O",
  "molar_mass_g_mol": 498.6,
  "species": ["O", "H", "H", "C", "O", "N", "N", "H", "H", "H", "H", "C", "O", "N", "N", "H", "H", "H", "H", "C", "O", "N", "N", "H", "H", "H", "H", "C", "O", "N", "N", "H", "H", "H", "H", "C", "C", "C", "O", "H", "H", "H", "H", "H", "H", "H", "H", "C", "C", "C", "O", "H", "H", "H", "H", "H", "H", "H", "H", "C", "C", "C", "O", "H", "H", "H", "H", "H", "H", "H", "H", "C", "C", "C", "O", "H", "H", "H", "H", "H", "H", "H", "H"],
  "positions_angstrom": [[0.043, 0.243, -0.621], [-0.577, -0.209, -1.210], [0.392, -0.444, -0.036], [0.918, 0.843, 4.095], [1.064, 1.631, 5.026], [1.276, 1.140, 2.819], [0.424, -0.411, 4.256], [1.591, 2.056, 2.571], [1.209, 0.405, 2.132], [0.299, -0.789, 5.174], [0.289, -0.938, 3.411], [2.557, -2.049, -2.264], [3.777, -1.962, -2.177], [1.812, -1.202, -3.022], [1.858, -3.096, -1.722], [0.823, -1.069, -2.845], [2.286, -0.529, -3.597], [0.869, -3.180, -1.860], [2.368, -3.777, -1.192], [4.824, -0.468, 1.133], [5.655, 0.103, 1.818], [5.089, -1.578, 0.393], [3.564, 0.052, 0.933], [4.545, -1.977, -0.358], [5.995, -1.979, 0.558], [3.482, 1.006, 1.226], [2.825, -0.544, 0.616], [1.519, 2.790, -2.974], [2.068, 3.786, -3.425], [1.932, 2.162, -1.836], [0.458, 2.177, -3.606], [2.623, 2.545, -1.222], [1.335, 1.396, -1.548], [-0.187, 1.680, -3.019], [0.230, 2.547, -4.508], [1.782, -3.046, 2.807], [1.129, -2.800, 1.436], [-0.005, -3.787, 1.198], [0.576, -1.456, 1.367], [2.625, -3.723, 2.640], [1.133, -3.618, 3.473], [2.152, -2.133, 3.263], [1.933, -2.822, 0.701], [-0.567, -3.575, 0.288], [-0.659, -3.754, 2.068], [0.387, -4.803, 1.115], [-0.386, -1.489, 1.430], [-1.314, 3.755, 0.248], [-0.599, 4.540, -0.834], [-0.740, 3.824, -2.179], [-1.168, 5.849, -0.930], [-1.454, 4.387, 1.126], [-0.848, 2.798, 0.441], [-2.324, 3.556, -0.126], [0.474, 4.667, -0.653], [-1.777, 3.810, -2.524], [-0.357, 2.809, -2.058], [-0.213, 4.371, -2.964], [-0.571, 6.409, -1.434], [-2.440, -2.146, -1.312], [-2.516, -1.431, -2.658], [-3.435, -0.237, -2.693], [-1.179, -0.997, -3.007], [-1.653, -2.902, -1.365], [-3.373, -2.672, -1.128], [-2.145, -1.409, -0.563], [-2.867, -2.177, -3.379], [-4.491, -0.496, -2.560], [-3.468, 0.179, -3.705], [-3.217, 0.558, -1.979], [-1.015, -1.122, -3.947], [-4.199, 0.138, 2.672], [-3.053, -0.332, 1.800], [-2.037, 0.777, 1.548], [-2.327, -1.446, 2.371], [-3.853, 0.311, 3.693], [-5.013, -0.587, 2.629], [-4.540, 1.095, 2.281], [-3.422, -0.670, 0.825], [-1.227, 0.374, 0.934], [-1.595, 1.241, 2.431], [-2.515, 1.577, 0.989], [-2.866, -1.757, 3.104]]
}

[3]
{
  "formula": "C16H50O9",
  "method": "the ωB97M-V functional and the def2-TZVPD basis",
  "e_lumo_ev": 0.5,
  "charge": 0,
  "relative_energy_kj_mol": 23.7,
  "homo_lumo_gap_ev": 9.8,
  "smiles": "CC(C)O.CC(C)O.CC(C)O.CC(C)O.CC(C)O.CO.O.O.O",
  "molar_mass_g_mol": 386.6,
  "species": ["C", "C", "C", "O", "H", "H", "H", "H", "H", "H", "H", "H", "C", "C", "C", "O", "H", "H", "H", "H", "H", "H", "H", "H", "C", "C", "C", "O", "H", "H", "H", "H", "H", "H", "H", "H", "C", "C", "C", "O", "H", "H", "H", "H", "H", "H", "H", "H", "C", "C", "C", "O", "H", "H", "H", "H", "H", "H", "H", "H", "C", "O", "H", "H", "H", "H", "O", "H", "H", "O", "H", "H", "O", "H", "H"],
  "positions_angstrom": [[2.819, -3.534, 2.204], [1.694, -3.147, 1.326], [0.807, -4.359, 1.010], [1.014, -2.163, 2.098], [3.464, -4.145, 1.569], [2.532, -4.176, 3.012], [3.435, -2.689, 2.601], [2.146, -2.627, 0.412], [-0.201, -3.999, 0.664], [0.684, -5.015, 1.860], [1.317, -4.968, 0.258], [1.031, -1.335, 1.592], [2.744, 1.751, -0.567], [2.832, 0.485, 0.231], [3.399, 0.762, 1.597], [1.473, -0.074, 0.367], [2.163, 2.507, -0.028], [2.307, 1.643, -1.612], [3.736, 2.218, -0.642], [3.376, -0.320, -0.238], [4.403, 1.116, 1.465], [3.365, -0.134, 2.239], [2.824, 1.598, 2.050], [0.856, 0.642, 0.553], [3.223, -2.561, -3.865], [2.640, -1.188, -3.594], [3.581, -0.034, -3.978], [1.277, -1.030, -4.125], [2.710, -3.354, -3.266], [4.284, -2.585, -3.607], [3.193, -2.791, -4.924], [2.442, -1.154, -2.549], [4.368, -0.166, -3.279], [3.036, 0.896, -3.832], [3.897, -0.084, -5.034], [1.156, -1.618, -4.891], [-4.005, 2.853, 0.247], [-3.433, 3.877, -0.737], [-3.586, 5.271, -0.241], [-2.046, 3.626, -0.926], [-4.021, 3.233, 1.300], [-3.375, 2.012, 0.113], [-5.081, 2.636, 0.130], [-4.016, 3.734, -1.677], [-2.941, 5.842, -0.868], [-3.243, 5.352, 0.849], [-4.653, 5.528, -0.247], [-1.969, 3.240, -1.759], [-3.064, -2.625, 2.094], [-2.534, -2.134, 3.384], [-2.226, -0.648, 3.370], [-3.393, -2.468, 4.444], [-3.928, -2.201, 1.758], [-3.237, -3.693, 2.118], [-2.285, -2.401, 1.314], [-1.553, -2.627, 3.578], [-2.202, -0.354, 4.435], [-3.049, -0.026, 2.928], [-1.294, -0.445, 2.871], [-2.891, -2.839, 5.179], [-1.737, -0.762, -1.847], [-1.272, -0.564, -3.179], [-1.103, -0.161, -1.171], [-2.791, -0.447, -1.736], [-1.659, -1.788, -1.560], [-0.368, -0.820, -3.296], [-1.786, 2.061, -3.414], [-1.457, 2.557, -4.156], [-1.483, 1.132, -3.523], [-0.642, 2.004, 0.902], [-0.572, 2.487, 1.764], [-1.217, 2.634, 0.325], [-0.147, 3.900, 3.241], [0.381, 3.861, 3.998], [-0.151, 4.795, 2.923]]
}